This record from the OMol25 dataset describes a 2-piece molecular cluster, C6H16 overall at a distorted geometry. The level of theory is ωB97M-V with the def2-TZVPD basis set.

Element x y z (Å)
C1 -0.7642 2.2306 -1.7381
C2 0.5941 1.6430 -1.8839
C3 1.4485 2.2776 -0.6947
H1 -1.6249 1.7798 -2.3496
H2 -0.6819 3.3415 -1.8544
H3 -1.1762 2.1890 -0.7182
H4 0.4051 0.5335 -1.8205
H5 1.0910 1.8591 -2.7972
H6 1.0993 3.3006 -0.2372
H7 1.5938 1.6091 0.1958
H8 2.3406 2.5339 -1.1920
C4 -1.2614 -1.5223 2.2764
C5 0.1479 -2.1449 1.8061
C6 0.0141 -2.7344 0.2072
H9 -2.0471 -2.2272 2.1547
H10 -1.5160 -0.7943 1.4816
H11 -1.1614 -0.9393 3.1653
H12 1.0387 -1.4657 1.8536
H13 0.4096 -2.9806 2.4192
H14 -0.5671 -3.7204 0.0709
H15 -0.5372 -2.0405 -0.3225
H16 1.1545 -2.7283 -0.0225

Its energy above the lowest of the compared OMol25 structures with the same formula, charge and spin is 193.6 kJ/mol. The lowest unoccupied orbital energy comes out at 0.037 Eh. The calculation puts the HOMO energy at -10.793 eV. As for the multiplicity: 1. The SMILES is CCC.CCC. For the frontier orbital gap, the calculation gives 11.8114 eV.


This record from the OMol25 dataset describes C38H52ClMoN3O3SSb as an isolated structure. The level of theory is ωB97M-V with the def2-TZVPD basis set.

Element x y z (Å)
Mo1 -0.9448 0.5067 0.0867
C1 2.1760 -0.9849 -3.5546
N1 1.0646 -0.0495 -3.7035
C2 0.2656 0.0880 -4.8257
C3 -0.6921 0.9773 -4.5278
N2 -0.4711 1.3823 -3.2142
C4 0.6103 0.7301 -2.7160
S1 1.2746 0.8136 -1.1474
C5 -1.2994 2.3193 -2.5502
C6 -1.7246 3.4234 -3.2677
C7 -2.6229 4.2939 -2.6807
C8 -3.0551 4.0422 -1.3927
C9 -2.5467 2.9476 -0.7309
N3 -1.6802 2.0841 -1.2924
H1 2.2758 -1.5416 -4.4819
H2 1.9610 -1.6647 -2.7318
H3 3.0963 -0.4449 -3.3450
H4 0.4403 -0.4783 -5.7235
H5 -1.5281 1.3304 -5.1041
H6 -1.3382 3.5952 -4.2619
H7 -2.9693 5.1633 -3.2237
H8 -3.7592 4.6872 -0.8877
H9 -2.8214 2.7488 0.2955
O1 -4.6559 0.3723 0.2556
C10 -3.8780 0.4932 1.1593
O2 -2.5585 0.1923 0.9954
C11 -4.2007 0.9729 2.5255
C12 -3.2093 1.2430 3.4659
C13 -3.5673 1.7087 4.7220
C14 -4.9059 1.8965 5.0379
C15 -5.8945 1.6273 4.0990
C16 -5.5432 1.1708 2.8402
H10 -2.1657 1.1019 3.2140
H11 -2.8004 1.9260 5.4542
H12 -5.1819 2.2566 6.0211
H13 -6.9369 1.7743 4.3503
H14 -6.2946 0.9579 2.0914
C17 5.1194 -0.6226 -0.0644
C18 4.5461 -1.3765 1.1374
C19 5.6856 -1.8481 2.0348
C20 3.7727 -2.5861 0.6008
Sb1 3.0352 -0.0924 2.0765
C21 2.7772 -0.9043 4.0945
C22 2.5037 -2.4046 3.9684
C23 1.5158 -0.2381 4.6520
C24 3.9426 -0.6814 5.0555
C25 4.0427 1.8214 2.3736
C26 5.5032 1.6969 2.7970
C27 3.9450 2.5740 1.0432
C28 3.2672 2.6131 3.4279
H15 5.7294 -1.3100 -0.6644
H16 5.7627 0.2081 0.2296
H17 4.3297 -0.2272 -0.7116
H18 6.3872 -2.4542 1.4471
H19 5.3349 -2.4717 2.8567
H20 6.2494 -1.0155 2.4603
H21 4.4547 -3.2471 0.0522
H22 2.9848 -2.2766 -0.0951
H23 3.3126 -3.1804 1.3937
H24 1.7039 -2.6249 3.2513
H25 2.1795 -2.7966 4.9398
H26 3.3879 -2.9677 3.6709
H27 0.6498 -0.4095 4.0067
H28 1.6296 0.8394 4.7715
H29 1.2891 -0.6595 5.6390
H30 4.8739 -1.1157 4.6882
H31 3.7157 -1.1543 6.0193
H32 4.1169 0.3777 5.2521
H33 6.1174 1.2160 2.0335
H34 5.6224 1.1415 3.7282
H35 5.9156 2.7007 2.9573
H36 4.4709 2.0636 0.2329
H37 4.3988 3.5661 1.1586
H38 2.9059 2.7166 0.7383
H39 3.3674 2.1855 4.4267
H40 2.2046 2.6880 3.1863
H41 3.6682 3.6324 3.4710
C29 -1.2320 -0.8778 -1.4239
C30 -1.3875 -1.6947 -2.3129
C31 -1.5754 -2.6476 -3.3675
C32 -0.6480 -3.6766 -3.5573
C33 -0.8136 -4.5803 -4.5951
C34 -1.9038 -4.4684 -5.4480
C35 -2.8329 -3.4530 -5.2604
C36 -2.6725 -2.5442 -4.2271
H42 0.1920 -3.7657 -2.8787
H43 -0.0958 -5.3785 -4.7340
H44 -2.0342 -5.1780 -6.2548
H45 -3.6884 -3.3731 -5.9185
H46 -3.3961 -1.7549 -4.0687
C37 -1.5230 -2.3614 2.9191
C38 -0.8429 -2.3226 1.5755
O3 -0.1930 -1.0320 1.3657
H47 -2.0451 -3.3132 3.0310
H48 -2.2528 -1.5578 3.0101
H49 -0.7991 -2.2690 3.7312
H50 -1.5392 -2.4679 0.7521
H51 -0.0665 -3.0849 1.5016
H52 0.7823 -1.0964 1.2921
Cl1 -0.1800 2.3312 1.3830

Its energy above the lowest of the compared OMol25 structures with the same formula, charge and spin is 0.0 kJ/mol. The lowest unoccupied orbital energy (spin up / spin down) comes out at -0.145 / -0.127 Eh. The calculation puts the HOMO energy (spin up / spin down) at -10.090 / -10.086 eV. As for the multiplicity: 3. Its charge is +1. For the frontier orbital gap (spin up / spin down), the calculation gives 6.1380 / 6.6276 eV.


This record from the OMol25 dataset describes a 4-piece molecular cluster, C19H48BrN4O3 overall at a distorted geometry. The level of theory is ωB97M-V with the def2-TZVPD basis set.

Element x y z (Å)
C1 -3.0211 0.7820 1.6340
C2 -3.2697 -0.4920 0.7460
C3 -1.9808 -1.3851 0.8810
Br1 -2.4550 -3.2525 0.4736
C4 -0.8214 -0.8331 0.0129
C5 0.6159 -1.4311 0.2315
C6 1.0695 -1.7911 -1.2430
C7 -0.2895 -2.0966 -1.9225
N1 -1.1916 -0.9883 -1.4419
H1 -3.9376 1.3721 1.7527
H2 -2.2851 1.3898 1.0791
H3 -2.6038 0.4760 2.6077
H4 -4.1548 -1.0487 1.0860
H5 -3.4062 -0.1743 -0.3054
H6 -1.6434 -1.3206 1.9271
H7 -0.6677 0.2299 0.2652
H8 1.2755 -0.5872 0.4947
H9 0.7549 -2.1652 1.0347
H10 1.3263 -0.7943 -1.6612
H11 1.8715 -2.5326 -1.3109
H12 -0.5591 -3.1121 -1.5960
H13 -0.3484 -2.1395 -3.0219
H14 -0.8556 -0.1929 -1.9818
H15 -2.1535 -1.2597 -1.6434
C8 4.7442 -2.9300 -3.0171
C9 5.1635 -1.9530 -1.9224
C10 6.6871 -1.7969 -1.7773
O1 7.3323 -2.8802 -1.1347
C11 7.5685 -4.0098 -1.9600
N2 4.5401 -2.3608 -0.6556
H16 4.8476 -3.9707 -2.7114
H17 3.6925 -2.7802 -3.2745
H18 5.3314 -2.7815 -3.9252
H19 4.7654 -0.9707 -2.1969
H20 6.8758 -0.9290 -1.1391
H21 7.1624 -1.5833 -2.7422
H22 7.8024 -3.7225 -2.9885
H23 6.7109 -4.6855 -1.9414
H24 8.4205 -4.5507 -1.5490
H25 4.7292 -1.6479 0.0443
H26 5.0491 -3.1737 -0.3158
C12 -8.0892 1.8776 -2.1715
C13 -7.0398 0.8317 -1.8093
C14 -6.7677 0.7183 -0.2991
O2 -5.9858 1.7715 0.2456
C15 -6.7043 2.9694 0.5043
N3 -5.8097 1.1125 -2.5606
H27 -7.6960 2.8935 -2.1414
H28 -8.4509 1.7105 -3.1869
H29 -8.9483 1.8238 -1.4997
H30 -7.4238 -0.1382 -2.1383
H31 -6.1832 -0.1921 -0.1324
H32 -7.6976 0.5993 0.2691
H33 -7.7260 2.7693 0.8351
H34 -6.7111 3.6104 -0.3787
H35 -6.1822 3.5085 1.2956
H36 -5.1528 0.3514 -2.4067
H37 -5.3623 1.9146 -2.1224
C16 3.1583 3.7188 4.0193
C17 3.7649 2.4888 3.3511
C18 3.0737 2.0940 2.0337
O3 1.8111 1.4561 2.1893
C19 0.7324 2.3391 2.4507
N4 3.7744 1.3824 4.3146
H38 2.2304 3.4949 4.5457
H39 3.8496 4.1225 4.7597
H40 2.9558 4.5064 3.2895
H41 4.8024 2.7328 3.1059
H42 3.7081 1.3587 1.5296
H43 2.9876 2.9503 1.3531
H44 0.8456 3.2907 1.9249
H45 0.6281 2.5102 3.5230
H46 -0.1864 1.8585 2.1069
H47 4.2817 0.5985 3.9125
H48 2.8208 1.0389 4.3964

The lowest unoccupied orbital energy comes out at -0.108 Eh. The calculation puts the HOMO energy at -11.363 eV. As for the multiplicity: 1. Its charge is +1. For the frontier orbital gap, the calculation gives 8.4343 eV.


This record from the OMol25 dataset describes a 2-piece molecular cluster, C5H8F2N2 overall. The level of theory is ωB97M-V with the def2-TZVPD basis set.

Element x y z (Å)
C1 1.2658 -2.1049 4.9490
C2 2.1198 -1.2482 4.2888
N1 1.3376 -0.6193 3.3524
C3 0.0702 -1.1063 3.4770
N2 -0.0072 -2.0118 4.4393
H1 1.5039 -2.7850 5.7668
H2 3.1833 -1.0353 4.3976
H3 1.6492 0.0875 2.6817
H4 -0.7517 -0.7688 2.8455
F1 -0.5944 -5.0253 0.5860
C4 -0.1554 -4.3262 1.7009
C5 1.1269 -3.6071 1.4063
F2 0.9071 -2.5434 0.5435
H5 -0.9500 -3.6182 2.0053
H6 -0.0068 -5.0429 2.5314
H7 1.5674 -3.2165 2.3437
H8 1.8687 -4.2859 0.9431

Its energy above the lowest of the compared OMol25 structures with the same formula, charge and spin is 50.3 kJ/mol. The lowest unoccupied orbital energy comes out at 0.029 Eh. The calculation puts the HOMO energy at -9.172 eV. As for the multiplicity: 1. The SMILES is c1c[nH]cn1.FCCF. For the frontier orbital gap, the calculation gives 9.9599 eV.


This record from the OMol25 dataset describes C8H21AsNO3PdS as an isolated structure. The level of theory is ωB97M-V with the def2-TZVPD basis set.

Element x y z (Å)
Pd1 0.1260 -0.3294 0.8398
N1 -2.5700 1.2713 -2.7535
C1 -1.6254 0.7276 -1.9597
O1 -0.4663 1.1187 -1.9758
C2 -2.0977 -0.3725 -1.0339
C3 -0.9738 -1.2467 -0.5183
H1 -2.3241 2.0533 -3.3369
H2 -3.5259 0.9657 -2.7285
H3 -2.8411 -0.9903 -1.5496
H4 -2.6213 0.1114 -0.2046
H5 -0.2816 -1.5487 -1.3026
H6 -1.3636 -2.1326 -0.0119
C4 -3.3617 -0.4572 3.8174
S1 -2.0559 -1.1871 2.8492
C5 -0.8770 -1.4869 4.1573
O2 -1.5117 0.0146 2.0695
H7 -3.7454 -1.2079 4.5070
H8 -4.1466 -0.1551 3.1279
H9 -2.9678 0.4061 4.3507
H10 -1.2890 -2.2352 4.8339
H11 -0.6747 -0.5527 4.6789
H12 0.0273 -1.8744 3.6909
C6 2.2571 2.2186 -0.9185
As1 2.6256 0.3653 -1.2167
C7 2.2479 -0.1056 -3.0312
C8 4.4993 0.0945 -0.9356
O3 1.8584 -0.6728 -0.1322
H13 2.8653 2.8082 -1.6039
H14 2.5212 2.4685 0.1080
H15 1.2006 2.3955 -1.1009
H16 2.8867 0.4763 -3.6946
H17 1.2028 0.1103 -3.2292
H18 2.4562 -1.1666 -3.1570
H19 5.0739 0.6932 -1.6409
H20 4.7233 -0.9608 -1.0774
H21 4.7491 0.3831 0.0833

Its energy above the lowest of the compared OMol25 structures with the same formula, charge and spin is 0.0 kJ/mol. The lowest unoccupied orbital energy comes out at -0.091 Eh. The calculation puts the HOMO energy at -11.627 eV. As for the multiplicity: 1. Its charge is +1. For the frontier orbital gap, the calculation gives 9.1409 eV.


This record from the OMol25 dataset describes an isolated molecule of C5H4O2S at a distorted geometry. The level of theory is ωB97M-V with the def2-TZVPD basis set.

Element x y z (Å)
C1 0.5966 1.1197 -0.3706
S1 0.4015 -0.0230 0.9804
C2 -1.1076 -0.8560 0.6595
C3 -2.0443 -1.5689 1.3820
C4 -2.7500 -1.9683 0.1324
O1 -3.6682 -2.6604 -0.1849
C5 -1.6942 -1.2844 -0.6491
O2 -1.1361 -1.2103 -1.6853
H1 1.5536 1.7294 -0.0816
H2 -0.3161 1.7857 -0.3992
H3 0.9175 0.6028 -1.2553
H4 -2.1990 -1.6749 2.4569

Its energy above the lowest of the compared OMol25 structures with the same formula, charge and spin is 183.2 kJ/mol. The lowest unoccupied orbital energy comes out at -0.007 Eh. The calculation puts the HOMO energy at -9.332 eV. As for the multiplicity: 1. The SMILES is CSc1cc(=O)c1=O. For the frontier orbital gap, the calculation gives 9.1471 eV.


This record from the OMol25 dataset describes C21H29GaNO2S2 as an isolated structure at a distorted geometry. The level of theory is ωB97M-V with the def2-TZVPD basis set.

Element x y z (Å)
C1 4.9788 0.2941 0.9491
C2 3.9621 1.3121 0.2679
O1 3.1690 1.9389 1.2743
C3 2.4833 3.1078 0.7673
C4 1.0471 2.8017 0.2161
O2 0.0517 2.7717 1.2469
C5 -1.0227 1.8584 0.8289
Ga1 -2.7366 2.0891 1.9495
C6 -4.0735 0.5348 1.7453
C7 -3.9372 -0.2861 0.3937
C8 -2.8051 -1.4034 0.5585
S1 -3.0811 -2.8897 -0.4940
C9 -1.7575 -3.1143 -1.7011
S2 -2.0580 -4.1539 -2.9614
N1 -0.4307 -2.4957 -1.6552
C10 0.1491 -2.5379 -0.3232
C11 0.0214 -3.7714 0.4788
C12 0.5492 -3.8692 1.8469
C13 1.2294 -2.7260 2.4848
C14 1.3615 -1.5071 1.6770
C15 0.8364 -1.4077 0.3136
C16 -0.4037 -1.1730 -2.2453
C17 0.8498 -0.5953 -2.7712
C18 0.9086 0.7293 -3.3945
C19 -0.2921 1.5827 -3.5170
C20 -1.5502 1.0064 -3.0162
C21 -1.6007 -0.3270 -2.4033
H1 5.9925 0.7741 1.0809
H2 4.5800 -0.0833 1.9316
H3 5.1549 -0.6141 0.3112
H4 4.5940 2.0251 -0.3299
H5 3.2681 0.7060 -0.3910
H6 3.1215 3.5456 -0.0628
H7 2.4748 3.8553 1.6055
H8 0.8159 3.5747 -0.5731
H9 1.0749 1.7679 -0.2235
H10 -0.5642 0.8212 0.9010
H11 -1.2121 2.0917 -0.2650
H12 -2.2677 2.1175 3.5047
H13 -3.3807 3.5145 1.5417
H14 -4.0003 -0.1909 2.6037
H15 -5.1054 1.0028 1.7366
H16 -3.5332 0.4296 -0.3827
H17 -4.9197 -0.7427 0.0755
H18 -1.8243 -0.8901 0.4053
H19 -2.8369 -1.7587 1.6312
H20 -0.5047 -4.6878 0.1052
H21 0.4314 -4.7849 2.4764
H22 1.6071 -2.7775 3.5307
H23 1.8566 -0.6328 2.1598
H24 0.9724 -0.4343 -0.2020
H25 1.8178 -1.1608 -2.7313
H26 1.8540 1.1624 -3.7975
H27 -0.2415 2.6064 -3.9658
H28 -2.4554 1.6575 -3.1181
H29 -2.6179 -0.6638 -2.0744

The lowest unoccupied orbital energy comes out at 0.066 Eh. The calculation puts the HOMO energy at -4.969 eV. As for the multiplicity: 1. Its charge is -1. For the frontier orbital gap, the calculation gives 6.7612 eV.


This record from the OMol25 dataset describes an isolated ion of composition C5H16NSi and charge +1 at a distorted geometry. The level of theory is ωB97M-V with the def2-TZVPD basis set.

Element x y z (Å)
C1 2.6951 0.6794 -0.3550
C2 -1.7254 0.3652 1.2067
C3 -2.1480 -0.1761 -1.1157
C4 1.2518 1.0673 0.0712
C5 0.3380 -0.0556 -0.3936
N1 -1.2635 0.4788 -0.1647
Si1 0.7027 -1.8173 0.3832
H1 3.1826 -0.0397 0.1919
H2 3.2320 1.6349 -0.1439
H3 2.6975 0.4656 -1.3599
H4 -2.0083 -0.5796 1.3505
H5 -1.1771 0.8586 2.0098
H6 -2.6397 0.8402 1.3373
H7 -1.6281 -1.1592 -1.5165
H8 -3.1561 -0.5132 -0.6658
H9 -2.3587 0.4758 -2.0620
H10 1.0263 1.9795 -0.3318
H11 1.1527 1.2354 1.1988
H12 0.2368 -0.3017 -1.3755
H13 -1.3204 1.4857 -0.5120
H14 1.2837 -2.3360 -0.8943
H15 -0.5185 -2.5096 0.7893
H16 1.6690 -1.7306 1.5991

Its energy above the lowest of the compared OMol25 structures with the same formula, charge and spin is 501.8 kJ/mol. The lowest unoccupied orbital energy (spin up / spin down) comes out at -0.102 / -0.327 Eh. The calculation puts the HOMO energy (spin up / spin down) at -8.647 / -15.410 eV. As for the multiplicity: 3. Its charge is +1. For the frontier orbital gap (spin up / spin down), the calculation gives 5.8610 / 6.4998 eV.


Question: What is the multiplicity in the third record?
Answer: 1